A cluster of 11 separate species, C20H67N5O11 in total. Source: the OMol25 dataset; level of theory: wB97M-V/def2-TZVPD.

```
103
Properties=species:S:1:pos:R:3:lowdin_charge:R:1
C 0.81 -1.15 0.93 -0.071
C -0.54 -1.87 0.56 -0.368
C -1.61 -0.79 -0.01 -0.169
O -2.14 0.20 0.91 -0.234
C -3.33 0.82 0.38 -0.111
N -0.13 -2.94 -0.36 0.026
H 1.16 -0.66 0.02 0.078
H 1.42 -1.91 1.42 0.058
H 0.72 -0.40 1.71 0.064
H -1.02 -2.34 1.42 0.121
H -2.39 -1.42 -0.43 0.086
H -1.20 -0.36 -0.92 0.091
H -3.74 1.68 0.91 0.078
H -4.12 0.07 0.39 0.066
H -3.30 1.04 -0.68 0.080
H -0.85 -3.05 -1.06 0.024
H 0.62 -2.55 -0.91 0.067
C 7.36 3.08 3.22 -0.096
C 6.29 3.37 2.21 -0.463
C 5.11 2.42 2.45 -0.176
O 5.31 1.01 2.18 -0.175
C 4.10 0.30 2.18 -0.131
N 6.00 4.76 2.41 0.030
H 7.80 2.08 3.22 0.079
H 7.04 3.24 4.25 0.081
H 8.22 3.73 3.09 0.070
H 6.80 3.24 1.25 0.136
H 4.28 2.85 1.88 0.114
H 4.80 2.53 3.49 0.127
H 3.74 0.09 3.18 0.084
H 4.20 -0.66 1.67 0.086
H 3.36 0.90 1.64 0.079
H 6.82 5.30 2.20 0.075
H 5.24 5.05 1.81 0.072
C -6.25 2.23 2.74 -0.053
C -7.44 2.96 1.98 -0.387
C -7.20 3.32 0.46 -0.216
O -7.09 2.08 -0.17 -0.215
C -7.08 2.15 -1.58 -0.111
N -8.54 2.05 2.29 0.024
H -5.90 1.43 2.10 0.051
H -6.48 1.73 3.69 0.073
H -5.37 2.88 2.79 0.063
H -7.69 3.99 2.27 0.114
H -6.40 4.05 0.33 0.121
H -8.06 3.87 0.07 0.112
H -6.68 3.11 -1.93 0.082
H -8.12 2.10 -1.90 0.082
H -6.58 1.30 -2.04 0.076
H -8.12 1.15 2.10 0.058
H -9.21 2.16 1.54 0.063
C 5.10 -8.10 -3.59 -0.063
C 4.66 -7.77 -2.17 -0.423
C 3.68 -6.64 -2.07 -0.213
O 3.65 -6.05 -0.73 -0.221
C 2.75 -4.95 -0.48 -0.097
N 3.95 -8.92 -1.54 0.020
H 5.81 -8.92 -3.66 0.075
H 5.57 -7.24 -4.06 0.069
H 4.18 -8.24 -4.17 0.078
H 5.51 -7.51 -1.53 0.139
H 2.67 -6.89 -2.39 0.126
H 4.04 -5.86 -2.74 0.114
H 3.31 -4.13 -0.94 0.083
H 2.70 -4.91 0.60 0.077
H 1.75 -5.07 -0.90 0.071
H 3.05 -9.16 -1.94 0.062
H 3.61 -8.50 -0.70 0.053
C 1.73 5.91 -2.61 -0.051
C 1.66 4.48 -3.29 -0.380
C 0.34 3.64 -2.99 -0.179
O 0.34 3.32 -1.58 -0.196
C -0.76 2.53 -1.25 -0.145
N 1.74 4.66 -4.76 0.005
H 1.60 5.82 -1.53 0.067
H 1.05 6.62 -3.09 0.066
H 2.73 6.29 -2.83 0.062
H 2.50 3.84 -3.04 0.128
H 0.37 2.73 -3.60 0.109
H -0.56 4.21 -3.22 0.119
H -1.67 3.13 -1.24 0.089
H -0.65 2.16 -0.22 0.081
H -0.80 1.62 -1.84 0.074
H 1.81 3.74 -5.17 0.059
H 0.98 5.20 -5.15 0.062
O -2.23 -3.77 -2.26 -0.192
H -2.82 -3.23 -2.78 -0.012
H -2.74 -4.55 -2.03 -0.022
O 0.14 -1.95 4.23 -0.053
H 0.86 -1.80 4.85 0.028
H 0.48 -2.63 3.65 0.013
O -2.18 4.48 1.58 -0.068
H -2.23 3.70 2.13 -0.024
H -1.35 4.89 1.81 0.029
O -5.66 -2.09 -1.80 -0.207
H -5.52 -3.02 -1.60 -0.037
H -5.44 -1.64 -0.98 -0.040
O -0.01 -5.31 1.13 -0.097
H 0.55 -5.03 1.85 0.005
H -0.05 -4.55 0.55 -0.049
O -1.43 2.07 2.89 -0.050
H -1.87 1.58 2.20 -0.007
H -1.52 1.54 3.67 0.051
```

Computed properties:
* net charge: -1
* energy relative to the best compared isomer or geometry (same formula, charge and spin): 39.3 kcal/mol
* multiplicity: 2
* max |F|: 2.9 eV Å⁻¹
* HOMO energy (alpha / beta): 0.086 / -7.456 eV
* Kohn-Sham gap (alpha / beta): 1.904 / 9.383 eV